Here is a cluster of 5 separate species, C36H80BF4N4 in total in a non-equilibrium geometry from the OMol25 dataset. Energies are from ωB97M-V with the def2-TZVPD basis set.

For the LUMO energy, the calculation gives -6.004 eV. The value obtained for the HOMO-LUMO gap is 11.053 eV. Its net charge is +3. The spin multiplicity is 1.

The geometry in XYZ format:
```
125
Properties=species:S:1:pos:R:3:forces:R:3
C -6.6821 -4.9922 0.9768 -0.226 -0.164 -0.193
C -5.5978 -4.0066 0.4907 -0.019 -0.684 -0.297
C -6.0365 -2.5550 0.4797 0.465 0.159 -1.488
N -4.8794 -1.5186 0.1898 -0.717 -0.563 -0.243
C -4.1716 -1.3945 1.4716 1.332 0.045 1.636
C -3.2476 -0.1329 1.6948 -3.314 -2.485 -1.502
C -4.0347 1.1160 1.3024 0.787 0.117 0.677
C -4.5996 0.9453 -0.0943 -0.960 0.389 0.504
C -5.5549 -0.2226 -0.1749 -0.045 -0.811 -0.127
C -3.9721 -2.0418 -0.9920 -1.649 0.271 1.908
H -7.6524 -4.9083 0.4874 0.044 0.386 -0.078
H -6.8434 -4.9366 2.0534 0.016 0.308 0.003
H -6.3932 -6.0275 0.7960 0.330 0.100 -0.110
H -5.2660 -4.2263 -0.5241 -0.278 -0.466 -0.055
H -4.7341 -4.2458 1.1110 0.180 0.578 0.250
H -6.6232 -2.3245 1.3690 0.491 0.635 0.045
H -6.6379 -2.3255 -0.3999 -0.559 -0.640 0.114
H -4.8836 -1.5458 2.2829 -0.315 0.457 -0.143
H -3.5845 -2.3119 1.5142 0.386 0.068 0.188
H -2.8912 -0.0670 2.7228 -0.896 -0.847 -0.296
H -2.4568 -0.3211 0.9686 -1.245 -0.391 0.705
H -4.7294 1.3417 2.1115 -0.777 -0.280 -0.339
H -3.4134 2.0109 1.3385 0.314 -0.195 -0.229
H -5.2017 1.8211 -0.3365 0.186 0.113 -0.319
H -3.7680 0.8525 -0.7927 -0.179 0.058 -0.154
H -6.4025 -0.1758 0.5088 0.135 0.523 0.205
H -6.0012 -0.4073 -1.1521 0.167 0.298 -0.200
H -3.5926 -2.9600 -0.5436 0.524 0.145 -0.628
H -3.2317 -1.2983 -1.2872 -0.226 -0.075 0.420
H -4.6551 -2.2531 -1.8148 0.144 -0.044 0.012
C 1.5480 1.2383 4.3989 -0.254 0.192 -0.507
C 2.3560 0.1795 3.6102 -0.564 -0.186 1.324
C 1.5305 -0.7773 2.7599 0.932 -1.056 0.354
N 1.5858 -2.2917 3.2372 -1.114 0.602 0.265
C 1.1104 -2.4056 4.7216 0.633 -2.143 -0.758
C -0.3429 -2.1446 4.9540 -0.405 1.622 -1.096
C -1.2445 -2.8672 3.9171 -1.191 1.064 0.149
C -0.8314 -2.7603 2.3752 0.544 -0.387 2.295
C 0.6078 -3.1559 2.3143 2.034 -0.613 1.098
C 2.9923 -2.8854 3.0824 -0.873 0.414 -0.328
H 0.5352 0.9061 4.6266 -0.129 -0.127 -0.339
H 1.4764 2.1508 3.8070 -0.160 0.092 0.241
H 1.9451 1.4667 5.3879 0.491 0.074 -0.281
H 2.8302 -0.3720 4.4221 0.712 -0.202 -0.483
H 3.0788 0.6021 2.9123 0.276 0.252 0.624
H 2.0614 -0.7855 1.8080 -0.726 -0.306 -0.335
H 0.4944 -0.4462 2.6888 0.287 -0.502 0.137
H 1.7967 -1.9462 5.4330 0.022 0.383 -0.467
H 1.2371 -3.4821 4.8356 0.226 -0.188 0.414
H -0.5124 -1.0679 4.9626 -0.088 0.277 -0.538
H -0.6268 -2.3481 5.9865 0.186 -0.761 -0.085
H -2.2356 -2.4194 3.9904 -0.060 0.371 0.006
H -1.4687 -3.8148 4.4070 0.525 -0.829 -1.110
H -0.9459 -1.7641 1.9480 -0.598 -0.365 0.763
H -1.3435 -3.4760 1.7320 -0.337 -0.060 0.220
H 1.0472 -3.1525 1.3168 0.094 -0.212 1.706
H 0.7162 -4.1930 2.6316 0.105 0.048 0.557
H 3.2286 -2.7102 2.0329 0.450 0.168 0.170
H 3.0276 -3.9651 3.2279 -0.595 0.048 0.201
H 3.7092 -2.4542 3.7812 -0.217 0.351 -0.235
C 5.7709 4.5784 -4.6759 -1.189 0.018 0.589
C 5.0727 4.8533 -3.2850 0.412 -1.078 -0.157
C 3.6082 4.3416 -3.3694 0.373 1.623 -1.094
N 2.6675 4.5465 -2.1818 0.251 -0.048 -1.334
C 1.2056 4.4575 -2.8084 0.241 -1.356 2.165
C 0.2043 4.1115 -1.7109 0.404 -0.792 0.487
C 0.6780 2.8279 -0.8709 -1.332 3.035 -1.083
C 1.9600 3.2062 -0.1211 0.155 -0.145 -0.585
C 3.0980 3.4972 -1.1539 -1.665 0.632 0.605
C 2.8209 5.9821 -1.6321 -0.780 -1.867 0.188
H 6.5697 5.2843 -4.9037 -0.046 -0.225 0.175
H 5.0036 4.6588 -5.4459 0.073 0.369 -0.236
H 6.0977 3.5425 -4.7669 0.349 0.118 0.266
H 5.2609 5.8705 -2.9415 -0.626 0.148 -0.306
H 5.5687 4.2392 -2.5333 0.213 -0.074 0.086
H 3.6549 3.3201 -3.7468 -0.301 -0.385 0.815
H 3.0836 4.8287 -4.1913 0.193 0.483 -0.053
H 1.1781 3.5563 -3.4208 0.497 0.540 -0.737
H 0.9484 5.4143 -3.2629 0.540 -0.265 -0.399
H -0.7834 3.9637 -2.1477 0.104 -0.323 -0.358
H 0.0186 4.9908 -1.0942 0.278 -0.167 0.572
H 0.7790 1.9430 -1.4993 0.384 0.347 -0.369
H -0.1436 2.5380 -0.2159 0.500 1.276 -0.816
H 2.1733 2.3735 0.5491 0.392 0.410 -0.189
H 1.8391 4.0450 0.5643 -0.330 0.238 -0.219
H 3.3519 2.5688 -1.6654 -0.366 1.229 -0.260
H 3.9950 3.9447 -0.7257 0.015 -0.369 0.177
H 3.5815 5.9488 -0.8520 0.333 0.439 -0.560
H 1.8794 6.1395 -1.1059 0.052 0.533 -0.231
H 2.9707 6.6206 -2.5027 0.111 0.202 0.511
C 3.8625 0.7113 -0.6001 0.483 -1.643 -1.216
C 3.1682 -0.6636 -0.8212 -1.060 0.280 0.177
C 1.7097 -0.3669 -1.1891 -1.094 -0.591 -0.587
N 0.8042 -1.5502 -1.5407 -0.241 -1.576 0.810
C 1.4503 -2.4134 -2.6486 -1.342 0.996 -1.580
C 1.4390 -1.6969 -4.0654 0.446 1.749 1.324
C 0.0723 -1.0199 -4.3890 -1.259 -0.909 -0.507
C -0.7279 -0.2644 -3.2910 2.008 -2.067 1.616
C -0.6358 -1.0759 -1.9195 0.191 1.917 -0.368
C 0.6818 -2.4535 -0.2733 0.530 -0.552 -2.269
H 3.3642 1.4232 0.0579 0.558 -1.089 0.457
H 3.8563 1.2495 -1.5480 0.448 -0.999 -0.088
H 4.9029 0.4582 -0.3960 0.009 0.639 0.469
H 3.2453 -1.3073 0.0551 -0.238 0.336 0.483
H 3.6225 -1.3282 -1.5561 0.401 0.750 -0.454
H 1.5959 0.2090 -2.1075 0.678 0.336 0.158
H 1.1423 0.1206 -0.3964 0.857 0.125 -0.353
H 2.4388 -2.7685 -2.3573 -0.243 0.175 0.142
H 0.7689 -3.2551 -2.7724 0.133 -0.205 0.269
H 2.1782 -0.9055 -4.1900 0.394 0.327 0.975
H 1.8887 -2.3464 -4.8163 -1.031 -0.644 -0.092
H 0.0638 -0.3123 -5.2180 0.743 -0.350 -0.310
H -0.5470 -1.8544 -4.7177 -0.413 0.058 -0.137
H -0.2596 0.6997 -3.0931 -0.127 0.166 -0.056
H -1.7743 -0.0850 -3.5379 0.126 -0.215 -0.149
H -0.9249 -0.3613 -1.1489 0.414 -0.196 -0.540
H -1.3905 -1.8395 -1.7314 0.731 -0.778 -0.744
H 0.0457 -3.3100 -0.4967 -0.107 0.004 -0.417
H 0.2720 -1.9761 0.6167 0.975 -0.489 -1.939
H 1.6704 -2.8780 -0.0983 0.182 0.306 -0.446
B -0.6958 0.6624 0.9804 -2.258 0.837 1.111
F -1.6392 0.9731 0.0627 -0.677 2.114 -3.267
F -1.3889 0.6589 2.1448 3.342 1.510 3.059
F -0.3079 -0.5792 0.6299 0.172 -0.269 0.719
F 0.3092 1.5048 1.0233 2.731 0.373 1.870
```
Forces are in eV/Å.

These are the Mulliken partial charges, in e, on atoms 1 to 6:
1 C -1.555
2 C -0.157
3 C -0.639
4 N 0.586
5 C -1.101
6 C 0.076